63
Properties=species:S:1:pos:R:3 method="wB97M-V/def2-TZVPD" homo_energy_ha="-0.407 / -0.410" homo_lumo_gap_ev="7.657 / 7.656" energy_ev=-208222.9808 multiplicity=3 e_above_lowest_kcal_mol=0.0 lumo_energy_ev="-3.4 / -3.5" charge=+1
Br 5.7382 -4.6142 -0.8429
Br 1.3727 -4.3521 2.7388
V 0.1857 -0.3147 0.1017
O 0.6796 -1.8735 0.9698
N 1.9453 -0.9123 -1.0273
N -0.6933 0.0183 -1.7256
N -1.1345 1.2841 -1.9569
N 1.1218 1.4837 0.2983
N -1.5090 0.5140 0.9741
N -1.5835 4.1508 -2.3892
N -1.9151 1.6632 0.3781
N 0.3992 2.4571 -0.3087
N -1.6155 3.6623 -1.1211
C 2.3863 3.3010 0.1734
C 2.5032 -2.0221 -0.4773
C 3.7123 -0.8660 -2.6158
C -1.8551 4.6688 -0.2342
C 4.2892 -1.9856 -2.0702
C 2.5325 -0.3513 -2.0634
C -1.5172 0.1026 -3.7852
C -0.5566 -2.1571 -2.8872
C 3.3497 1.1340 1.2898
C 4.1549 -3.7592 -0.2724
C 2.3273 1.9718 0.5987
C -2.2774 -1.0791 2.6909
C -3.4807 1.0804 1.8252
C 2.2854 -3.6452 1.2577
C -0.9157 -0.7102 -2.8229
C 3.4712 -4.2555 0.8007
C -3.1155 2.0090 0.8725
C 1.1539 3.5648 -0.3905
C 3.6884 -2.6086 -0.9580
C -1.6417 1.3466 -3.1986
C -1.8187 5.4467 -2.2975
C 1.7881 -2.5322 0.6301
C -2.0127 5.8233 -0.9473
C -1.8771 6.3161 -3.5110
C -2.4401 0.1488 1.8600
B -1.0958 2.2931 -0.7814
H 2.0596 0.5338 -2.4742
H 5.2010 -2.3948 -2.4835
H 0.7732 4.4659 -0.8421
H -2.0297 2.2774 -3.5721
H 4.1571 -0.3727 -3.4680
H 0.1333 -2.3494 -3.7090
H -1.8276 -0.1822 -4.7752
H -3.1649 -1.2459 3.2956
H 3.0027 0.1052 1.3860
H -1.4194 -0.9823 3.3571
H -4.3799 1.0715 2.4155
H -0.0914 -2.4862 -1.9578
H -0.9567 6.2362 -4.0886
H -2.2303 6.8050 -0.5631
H -1.4473 -2.7615 -3.0564
H 4.2911 1.1386 0.7410
H 3.8373 -5.1322 1.3164
H -1.8724 4.4935 0.8290
H -2.1144 -1.9562 2.0637
H -2.0201 7.3561 -3.2259
H 3.2142 3.9802 0.2775
H -3.6376 2.8784 0.5136
H -2.7028 6.0210 -4.1581
H 3.5473 1.5198 2.2898